Version a
This record from the OMol25 dataset describes the molecule C2H7NS2. The level of theory is wB97M-V/def2-TZVPD.

Calculated values
Structure (SMILES): NCCSS
HOMO energy in hartree: -0.2961
Charge: 0
LUMO energy in eV: 0.61
Frontier orbital gap in eV: 8.672

Geometry as XYZ:
```
12
C2H7NS2 (wB97M-V/def2-TZVPD)
N -2.02 -0.46 0.20
C -0.70 -0.02 0.70
C 0.41 -0.34 -0.29
S 2.04 -0.05 0.51
S 3.15 0.98 -0.87
H -2.55 -0.75 1.02
H -2.55 0.37 -0.05
H -0.66 1.05 0.89
H -0.44 -0.48 1.65
H 0.44 -1.37 -0.62
H 0.39 0.33 -1.14
H 2.48 0.75 -2.00
```

***

Version b
This record from the OMol25 dataset describes a 2-piece molecular cluster, C2H7NS2 overall. The level of theory is wB97M-V/def2-TZVPD.

Calculated values
Structure (SMILES): C=CN.SS
HOMO energy in hartree: -0.3105
Charge: 0
LUMO energy in eV: -0.04
Frontier orbital gap in eV: 8.406

Geometry as XYZ:
```
12
C2H7NS2 (wB97M-V/def2-TZVPD)
C -1.54 -1.70 1.41
C -0.57 -2.57 1.15
N 0.20 -2.77 0.02
H -1.89 -0.88 0.81
H -2.01 -1.84 2.38
H -0.26 -3.20 1.97
H 0.01 -2.17 -0.76
H 0.41 -3.73 -0.18
S 0.39 1.38 0.48
S 0.64 1.85 -1.56
H -0.61 0.62 0.96
H -0.58 1.48 -1.94
```

***

Which of them is least stable? Easy: version b.

***

Version a
This record from the OMol25 dataset describes a 2-piece molecular cluster, C2H7NS2 overall. The level of theory is wB97M-V/def2-TZVPD.

Calculated values
Structure (SMILES): C=N.CSS
HOMO energy in hartree: -0.3355
Charge: 0
LUMO energy in eV: 0.56
Frontier orbital gap in eV: 9.688

Geometry as XYZ:
```
12
C2H7NS2 (wB97M-V/def2-TZVPD)
C 3.88 1.51 -0.47
N 2.93 1.05 -1.13
H 4.90 1.10 -0.44
H 3.90 2.37 0.20
H 2.06 1.56 -1.05
C -2.39 -1.07 -0.57
S -1.90 -0.20 0.93
S -2.46 -1.54 2.35
H -2.44 -2.13 -0.36
H -1.58 -0.85 -1.28
H -3.27 -0.64 -1.03
H -3.63 -1.17 2.84
```

***

Version b
This record from the OMol25 dataset describes a 2-piece molecular cluster, C2H7NS2 overall. The level of theory is wB97M-V/def2-TZVPD.

Calculated values
Structure (SMILES): CC(=S)NS.[H][H]
HOMO energy in hartree: -0.3135
Charge: 0
LUMO energy in eV: 0.39
Frontier orbital gap in eV: 8.917

Geometry as XYZ:
```
12
C2H7NS2 (wB97M-V/def2-TZVPD)
C -1.30 -0.91 0.16
C 0.16 -0.49 0.34
S 1.00 -0.81 1.77
N 0.66 -0.17 -0.89
S 2.06 0.78 -1.18
H -1.65 -0.83 -0.87
H -2.01 -0.45 0.85
H -1.26 -2.01 0.39
H 0.08 -0.03 -1.71
H 2.28 1.24 0.09
H -0.31 1.65 0.56
H 0.29 2.04 0.48
```

***

Which of them is least stable? Easy: version b.

***

Version a
This record from the OMol25 dataset describes C4H7OP as an isolated structure. The level of theory is wB97M-V/def2-TZVPD.

Calculated values
HOMO energy (alpha / beta) in hartree: -0.3221 / -0.3221
Charge: 0
LUMO energy (alpha / beta) in eV: -0.32 / -0.32
Frontier orbital gap (alpha / beta) in eV: 8.442 / 8.441

Geometry as XYZ:
```
13
C4H7OP (wB97M-V/def2-TZVPD)
C -0.74 1.06 0.87
C 0.27 0.33 0.41
C -0.43 -1.54 -0.98
C 0.51 -0.38 -0.84
O -0.41 1.59 2.14
P 1.32 1.58 2.13
H -1.78 1.09 0.70
H -0.34 -2.34 -1.65
H -1.37 -1.21 -1.27
H -0.56 -2.09 -0.11
H 1.47 -0.84 -0.79
H 0.50 0.34 -1.59
H 1.56 2.42 0.96
```

***

Version b
This record from the OMol25 dataset describes a 2-piece molecular cluster, C4H7OP overall. The level of theory is wB97M-V/def2-TZVPD.

Calculated values
Structure (SMILES): C#CPO.C=C
HOMO energy in hartree: -0.3455
Charge: 0
LUMO energy in eV: 0.70
Frontier orbital gap in eV: 10.102

Geometry as XYZ:
```
13
C4H7OP (wB97M-V/def2-TZVPD)
C 2.11 -1.80 0.42
C 1.85 -0.72 -0.05
P 1.34 0.87 -0.67
O 1.04 1.65 0.74
H 2.38 -2.74 0.79
H 2.69 1.28 -0.84
H 1.61 1.40 1.47
C -2.39 -0.18 0.28
C -1.96 0.19 -0.91
H -2.17 0.41 1.16
H -2.97 -1.07 0.44
H -2.17 -0.39 -1.79
H -1.38 1.10 -1.05
```

***

Which of them is least stable? Easy: version a.

***

Version a
This record from the OMol25 dataset describes the molecule C5H10. The level of theory is wB97M-V/def2-TZVPD.

Calculated values
Structure (SMILES): C=C(C)CC
HOMO energy in hartree: -0.3410
Charge: 0
LUMO energy in eV: 1.11
Frontier orbital gap in eV: 10.386

Geometry as XYZ:
```
15
C5H10 (wB97M-V/def2-TZVPD)
C -0.70 -1.12 -1.48
C -0.40 -0.47 -0.36
C -0.74 -1.02 0.99
C 0.08 0.96 -0.36
C 1.36 1.23 0.45
H -1.18 -2.09 -1.40
H -0.57 -0.75 -2.50
H -0.59 -2.10 1.07
H -0.03 -0.61 1.71
H -1.79 -0.89 1.23
H -0.69 1.62 0.04
H 0.14 1.27 -1.40
H 1.93 0.35 0.77
H 2.09 1.83 -0.10
H 1.11 1.77 1.36
```

***

Version b
This record from the OMol25 dataset describes the molecule C5H10. The level of theory is wB97M-V/def2-TZVPD.

Calculated values
Structure (SMILES): C1CCCC1
HOMO energy in hartree: -0.4063
Charge: 0
LUMO energy in eV: 1.26
Frontier orbital gap in eV: 12.311

Geometry as XYZ:
```
15
C5H10 (wB97M-V/def2-TZVPD)
C 0.48 0.00 1.20
C 0.73 -1.07 0.11
C -0.05 -0.60 -1.15
C -0.49 0.84 -0.83
C -0.70 0.84 0.68
H 1.37 0.65 1.29
H 0.30 -0.43 2.19
H 1.80 -1.18 -0.10
H 0.38 -2.06 0.43
H -0.92 -1.23 -1.32
H 0.56 -0.65 -2.06
H -1.39 1.15 -1.39
H 0.31 1.54 -1.08
H -1.65 0.34 0.94
H -0.73 1.85 1.11
```

***

Version c
This record from the OMol25 dataset describes a 3-piece molecular cluster, C5H10 overall. The level of theory is wB97M-V/def2-TZVPD.

Calculated values
Structure (SMILES): C1=CC1.[H][H].C=C
HOMO energy in hartree: -0.3438
Charge: 0
LUMO energy in eV: 1.35
Frontier orbital gap in eV: 10.702

Geometry as XYZ:
```
15
C5H10 (wB97M-V/def2-TZVPD)
C -1.36 -0.71 -0.90
C -1.61 0.54 -1.08
C -1.83 0.04 0.31
H -1.01 -1.66 -1.27
H -1.61 1.40 -1.73
H -1.11 0.30 1.09
H -2.85 -0.10 0.68
H 0.71 1.82 0.07
H 0.15 2.26 -0.16
C 2.05 -0.09 0.71
C 1.46 -1.21 0.28
H 1.89 0.28 1.72
H 2.69 0.50 0.07
H 1.61 -1.57 -0.73
H 0.80 -1.79 0.92
```

***

Version d
This record from the OMol25 dataset describes the molecule C5H10. The level of theory is wB97M-V/def2-TZVPD.

Calculated values
Structure (SMILES): C=CC(C)C
HOMO energy in hartree: -0.3521
Charge: 0
LUMO energy in eV: 1.21
Frontier orbital gap in eV: 10.792

Geometry as XYZ:
```
15
C5H10 (wB97M-V/def2-TZVPD)
C -1.11 -1.43 0.84
C -1.08 -0.09 0.73
C 0.00 0.68 -0.02
C -0.04 0.35 -1.53
C 1.39 0.41 0.55
H -1.94 -1.93 1.34
H -0.30 -2.05 0.45
H -1.88 0.50 1.15
H -0.19 1.75 0.10
H 0.21 -0.72 -1.67
H 0.71 0.97 -2.06
H -1.03 0.54 -1.96
H 1.46 0.68 1.61
H 2.15 0.98 -0.02
H 1.67 -0.64 0.47
```

***

Which of them is least stable? Easy: version c.